No. 1
# C16H20N4O4Re

C16H20N4O4Re as an isolated structure at a distorted geometry (wB97M-V/def2-TZVPD, the OMol25 dataset).

Summary:
HOMO-LUMO gap (alpha / beta), eV: 5.71 / 2.89
Multiplicity: 4
Charge: +4
Molecular weight, g mol⁻¹: 518.6
E_HOMO (alpha / beta), Eh: -0.767 / -0.767
Relative energy (zero: lowest compared OMol25 entry of this formula, charge and spin), kcal per mole: 34.0

Cartesian coordinates (Å):
N1 0.377 3.685 1.286
C1 0.238 4.663 0.693
C2 0.143 5.923 0.007
H1 -0.908 6.184 -0.172
H2 0.674 5.863 -0.951
H3 0.604 6.719 0.619
N2 2.677 -2.019 -0.942
C3 3.640 -2.610 -1.117
C4 4.908 -3.355 -1.226
H4 5.545 -2.819 -1.949
H5 4.677 -4.374 -1.589
H6 5.384 -3.392 -0.234
N3 -3.032 -3.794 -0.444
C5 -3.946 -3.110 -0.171
C6 -5.119 -2.327 0.163
H7 -5.626 -2.778 1.022
H8 -5.809 -2.326 -0.687
H9 -4.837 -1.321 0.401
Re1 0.882 -0.716 -0.793
C7 0.563 -2.150 0.833
O1 0.412 -2.865 1.756
C8 1.963 0.229 0.624
O2 2.581 0.774 1.471
C9 0.893 0.989 -2.079
C10 -0.372 0.882 -1.490
C11 -1.106 -0.301 -1.621
C12 -0.587 -1.376 -2.342
C13 0.689 -1.293 -2.886
C14 1.445 -0.118 -2.737
H10 1.424 1.925 -2.035
H11 -0.835 1.737 -1.028
H12 -2.123 -0.340 -1.258
H13 -1.194 -2.262 -2.494
H14 1.089 -2.115 -3.495
H15 2.430 -0.027 -3.212
N4 -0.266 0.240 3.593
C15 -0.662 1.470 2.860
C16 -1.553 0.988 1.715
O3 -2.235 1.855 1.138
O4 -1.449 -0.254 1.469
H16 -1.066 -0.044 4.169
H17 0.534 0.397 4.211
H18 -0.081 -0.541 2.933
H19 -1.185 2.143 3.527
H20 0.219 1.960 2.460

---

No. 2
# C5H9ClO2

One molecule with the formula C5H9ClO2 at a distorted geometry (wB97M-V/def2-TZVPD, the OMol25 dataset).

Summary:
HOMO-LUMO gap, eV: 9.99
Structure (SMILES): C/C(CO)=C(\Cl)CO
Charge: 0
Molecular weight, g mol⁻¹: 136.6
E_HOMO, Eh: -0.346
Relative energy (zero: lowest compared OMol25 entry of this formula, charge and spin), kcal per mole: 34.9

Cartesian coordinates (Å):
C1 -0.974 2.087 -0.335
C2 -0.833 0.564 -0.270
C3 -2.084 -0.313 -0.444
O1 -2.381 -1.101 0.708
C4 0.357 0.005 0.000
Cl1 1.772 0.998 0.346
C5 0.616 -1.418 0.139
O2 1.722 -1.851 -0.629
H1 -0.574 2.598 0.532
H2 -0.519 2.452 -1.243
H3 -2.052 2.352 -0.448
H4 -2.957 0.359 -0.694
H5 -1.916 -1.055 -1.267
H6 -2.198 -0.617 1.535
H7 -0.242 -1.962 -0.323
H8 0.630 -1.690 1.190
H9 2.493 -1.339 -0.333

---

No. 3
# C33H29LiNOP

C33H29LiNOP as an isolated structure (wB97M-V/def2-TZVPD, the OMol25 dataset).

Summary:
HOMO-LUMO gap, eV: 5.85
Charge: -2
Molecular weight, g mol⁻¹: 493.5
E_HOMO, Eh: -0.050

Cartesian coordinates (Å):
Li1 0.888 0.492 1.700
C1 -2.884 -5.143 -0.550
C2 -2.034 -4.724 -1.566
C3 -1.406 -3.488 -1.490
C4 -1.607 -2.644 -0.395
C5 -2.459 -3.085 0.618
C6 -3.096 -4.318 0.545
P1 -0.885 -0.929 -0.193
C7 0.608 -1.221 -1.223
C8 0.902 -0.527 -2.392
C9 2.084 -0.770 -3.078
C10 2.998 -1.698 -2.600
C11 2.715 -2.394 -1.434
C12 1.529 -2.158 -0.756
C13 -2.018 -0.032 -1.314
C14 -3.094 -0.510 -2.017
C15 -3.887 0.384 -2.769
C16 -3.598 1.721 -2.808
C17 -2.494 2.247 -2.093
C18 -2.132 3.613 -2.112
C19 -1.025 4.015 -1.410
C20 -0.244 3.101 -0.667
C21 -0.528 1.747 -0.575
C22 -1.687 1.358 -1.325
H1 -3.374 -6.108 -0.611
H2 -1.862 -5.362 -2.426
H3 -0.746 -3.171 -2.288
H4 -2.613 -2.444 1.480
H5 -3.752 -4.636 1.347
H6 0.210 0.223 -2.755
H7 2.306 -0.206 -3.977
H8 3.939 -1.855 -3.114
H9 3.435 -3.096 -1.031
H10 1.325 -2.691 0.166
H11 -3.349 -1.564 -2.007
H12 -4.735 -0.002 -3.326
H13 -4.213 2.393 -3.403
H14 -2.727 4.321 -2.682
H15 -0.746 5.067 -1.423
H16 0.616 3.509 -0.136
N1 7.881 0.329 -1.311
C23 6.826 0.360 -0.842
C24 5.526 0.400 -0.261
C25 4.495 1.134 -0.861
C26 3.234 1.148 -0.287
C27 2.893 0.464 0.899
C28 3.977 -0.247 1.466
C29 5.251 -0.299 0.921
H17 4.699 1.673 -1.781
H18 2.454 1.706 -0.804
H19 3.817 -0.802 2.390
H20 6.044 -0.871 1.394
C30 -2.256 1.215 3.100
C31 -0.912 1.591 3.765
C32 -0.683 3.106 3.557
C33 -1.028 1.324 5.285
O1 0.108 0.873 3.229
H21 -3.105 1.788 3.496
H22 -2.443 0.148 3.257
H23 -2.174 1.389 2.024
H24 -1.484 3.721 3.988
H25 -0.620 3.305 2.485
H26 0.270 3.388 4.015
H27 -1.822 1.915 5.759
H28 -0.072 1.562 5.759
H29 -1.231 0.261 5.445